# 1
DFT (wB97M-V/def2-TZVPD) results for one molecule with the formula C3H7NOS.

Geometry (Å):
O1 -0.61 -1.06 -2.45
C1 -0.55 -1.06 -1.26
C2 0.08 0.07 -0.44
C3 0.32 -0.26 1.01
S1 1.59 0.74 1.85
N1 -0.62 1.34 -0.65
H1 -0.99 -1.85 -0.64
H2 1.09 0.11 -0.90
H3 -0.63 -0.06 1.51
H4 0.55 -1.30 1.24
H5 1.31 0.19 3.03
H6 -1.47 1.13 -1.15
H7 -0.07 2.02 -1.14

As for the SMILES: N[C@H](C=O)CS. The energy above the lowest of the compared OMol25 structures with the same formula, charge and spin is 1.536 eV. Its molar mass is 105.2 Da. As for the gap between HOMO and LUMO: 9.809 eV. The HOMO energy comes out at -9.20 eV. Its total charge is 0. The value obtained for the calculated total energy is -646.655544 a.u.

# 2
DFT (wB97M-V/def2-TZVPD) results for one molecule with the formula C3H7NOS2.

Geometry (Å):
C1 1.88 -1.21 0.13
C2 -0.49 0.43 -0.16
C3 -1.89 0.57 0.44
H1 2.56 -0.47 -0.34
H2 1.93 -1.07 1.19
H3 2.22 -2.22 -0.06
H4 -2.15 1.61 0.55
H5 -1.85 0.13 1.43
H6 -2.65 -1.45 -0.27
H7 1.73 2.32 -0.80
N1 0.24 1.47 -0.18
O1 1.42 1.36 -0.80
S1 0.18 -1.21 -0.56
S2 -3.14 -0.26 -0.55

As for the SMILES: CS/C(CS)=N\O. The energy above the lowest of the compared OMol25 structures with the same formula, charge and spin is 2.734 eV. Its molar mass is 137.2 Da. As for the gap between HOMO and LUMO: 9.623 eV. The HOMO energy comes out at -8.89 eV. Its total charge is 0. The value obtained for the calculated total energy is -1044.801919 a.u.

# 3
DFT (wB97M-V/def2-TZVPD) results for one molecule with the formula C3H7NOS2.

Geometry (Å):
N1 1.21 -1.16 0.53
C1 0.37 -0.30 -0.29
C2 1.12 0.18 -1.52
O1 0.85 1.16 -2.15
C3 -0.23 0.90 0.45
S1 -2.03 1.12 0.18
S2 -2.68 -0.35 1.50
H1 1.29 -0.83 1.49
H2 2.18 -1.11 0.23
H3 -0.44 -0.86 -0.77
H4 1.91 -0.52 -1.86
H5 0.13 1.83 0.01
H6 -0.11 0.88 1.52
H7 -3.57 -0.96 0.70

As for the SMILES: N[C@H](C=O)CSS. The energy above the lowest of the compared OMol25 structures with the same formula, charge and spin is 1.438 eV. Its molar mass is 137.2 Da. As for the gap between HOMO and LUMO: 9.187 eV. The HOMO energy comes out at -8.65 eV. Its total charge is 0. The value obtained for the calculated total energy is -1044.849539 a.u.

# 4
DFT (wB97M-V/def2-TZVPD) results for one molecule with the formula C3H7NOS2.

Geometry (Å):
C1 0.61 0.31 0.00
C2 -0.66 -1.41 0.89
C3 -1.26 -0.32 -1.36
N1 -0.31 -0.58 -0.27
O1 2.47 2.15 -0.11
S1 2.52 2.59 1.41
S2 0.86 1.66 -0.88
H1 -1.03 -2.30 0.40
H2 0.22 -1.61 1.34
H3 -1.30 -1.05 1.64
H4 -1.09 0.52 -2.03
H5 -1.41 -1.25 -1.89
H6 -2.27 -0.16 -1.11
H7 2.64 1.44 1.95

The energy above the lowest of the compared OMol25 structures with the same formula, charge and spin is 4.831 eV. Its molar mass is 137.2 Da. As for the gap between HOMO and LUMO: 8.552 eV. The HOMO energy comes out at -8.33 eV. Its total charge is 0. The value obtained for the calculated total energy is -1044.724832 a.u.

# 5
DFT (wB97M-V/def2-TZVPD) results for one molecule with the formula C3H7NS.

Geometry (Å):
C1 -1.80 -0.08 0.14
C2 0.67 -0.53 -0.20
C3 1.82 0.43 -0.26
H1 -2.61 0.79 -0.03
H2 -1.84 -0.94 -0.64
H3 -2.03 -0.52 1.34
H4 -0.23 1.17 0.65
H5 0.92 -1.16 0.59
H6 0.50 -1.05 -1.16
H7 1.78 1.57 -0.53
N1 -0.54 0.38 -0.04
S1 3.36 -0.06 0.15

As for the SMILES: CNCC=S. The energy above the lowest of the compared OMol25 structures with the same formula, charge and spin is 2.545 eV. Its molar mass is 89.2 Da. As for the gap between HOMO and LUMO: 8.296 eV. The HOMO energy comes out at -8.77 eV. Its total charge is 0. The value obtained for the calculated total energy is -571.345383 a.u.

# 6
DFT (wB97M-V/def2-TZVPD) results for C3H7NS as an isolated structure.

Geometry (Å):
C1 -0.14 -1.36 -0.09
C2 0.00 0.05 -0.62
C3 -0.95 1.03 0.01
N1 0.92 -0.39 0.39
S1 3.04 0.31 -0.14
H1 -0.84 -1.64 0.72
H2 0.17 -2.31 -0.62
H3 0.33 0.15 -1.57
H4 -0.17 1.84 0.40
H5 -1.56 0.64 0.90
H6 -1.77 1.47 -0.58
H7 0.95 0.22 1.19

The energy above the lowest of the compared OMol25 structures with the same formula, charge and spin is 4.101 eV. Its molar mass is 89.2 Da. As for the gap between HOMO and LUMO: 7.542 eV. The HOMO energy comes out at -8.19 eV. Its total charge is 0. The value obtained for the calculated total energy is -571.288204 a.u.

# 7
DFT (wB97M-V/def2-TZVPD) results for one molecule with the formula C3H7NS.

Geometry (Å):
C1 -0.64 -0.84 -2.23
C2 0.52 0.43 1.34
C3 1.72 1.08 2.04
H1 0.21 -1.51 -2.15
H2 -0.41 0.08 -2.90
H3 -1.62 -1.35 -2.46
H4 -0.33 0.12 1.92
H5 1.35 1.75 2.84
H6 2.43 0.34 2.52
H7 2.30 1.68 1.31
N1 0.53 0.33 0.06
S1 -1.08 -0.46 -0.53

As for the SMILES: C/C=N/SC. The energy above the lowest of the compared OMol25 structures with the same formula, charge and spin is 1.165 eV. Its molar mass is 89.2 Da. As for the gap between HOMO and LUMO: 9.479 eV. The HOMO energy comes out at -8.52 eV. Its total charge is 0. The value obtained for the calculated total energy is -571.396120 a.u.

# 8
DFT (wB97M-V/def2-TZVPD) results for one molecule with the formula C3H7NS3.

Geometry (Å):
C1 -1.61 1.04 -0.20
C2 1.63 1.65 1.06
C3 -0.29 -2.51 -0.98
N1 -0.54 0.30 -0.16
S1 -1.82 2.68 -0.35
S2 0.99 0.79 -0.40
S3 -0.72 -1.73 0.61
H1 -2.42 0.32 -0.15
H2 2.16 1.02 1.78
H3 0.76 2.00 1.74
H4 2.38 2.40 0.75
H5 -1.31 -2.77 -1.58
H6 0.41 -3.36 -0.66
H7 0.38 -1.83 -1.46

As for the SMILES: CSN(C=S)SC. The energy above the lowest of the compared OMol25 structures with the same formula, charge and spin is 2.991 eV. Its molar mass is 153.3 Da. As for the gap between HOMO and LUMO: 6.959 eV. The HOMO energy comes out at -8.37 eV. Its total charge is 0. The value obtained for the calculated total energy is -1367.708238 a.u.

# 9
DFT (wB97M-V/def2-TZVPD) results for a 2-piece molecular cluster, C3H7O2 overall.

Geometry (Å):
C1 0.00 0.54 1.19
C2 1.31 0.11 -1.00
C3 0.04 -0.16 -0.18
O1 -2.41 -0.82 0.37
O2 -0.76 -0.94 -0.68
H1 -1.12 0.42 1.55
H2 -2.85 -0.84 -0.48
H3 0.58 1.39 1.41
H4 0.91 0.93 -1.61
H5 1.63 -0.63 -1.77
H6 2.17 0.35 -0.49
H7 0.50 -0.35 1.69

The energy above the lowest of the compared OMol25 structures with the same formula, charge and spin is 4.544 eV. Its molar mass is 75.1 Da. As for the gap between HOMO and LUMO (alpha / beta): 8.684 / 8.529 eV. The HOMO energy (alpha / beta) comes out at -17.55 / -17.41 eV. Its total charge is +1. The value obtained for the calculated total energy is -268.513027 a.u.

# 10
DFT (wB97M-V/def2-TZVPD) results for a 2-piece molecular cluster, C3H7O2P overall.

Geometry (Å):
C1 -4.97 0.03 -0.56
C2 -0.47 0.86 -1.12
C3 0.15 1.00 1.78
O1 -4.98 -0.22 -1.68
O2 -5.09 0.30 0.53
P1 -0.76 -0.10 0.59
H1 0.50 1.25 -1.23
H2 -0.57 0.10 -1.82
H3 -1.15 1.68 -1.21
H4 1.25 0.88 1.84
H5 -0.17 0.91 2.85
H6 -0.01 2.14 1.53
H7 0.32 -0.95 0.54

As for the SMILES: O=C=O.CPC. The energy above the lowest of the compared OMol25 structures with the same formula, charge and spin is 0.597 eV. Its molar mass is 106.1 Da. As for the gap between HOMO and LUMO: 9.803 eV. The HOMO energy comes out at -9.16 eV. Its total charge is 0. The value obtained for the calculated total energy is -610.336051 a.u.

# 11
DFT (wB97M-V/def2-TZVPD) results for one molecule with the formula C3H7O2P.

Geometry (Å):
C1 0.39 2.28 0.22
C2 0.52 -0.64 0.81
C3 -1.75 -0.17 -0.79
O1 -0.08 2.09 1.28
O2 0.55 1.49 -0.77
P1 -0.05 -0.06 -0.82
H1 0.79 3.23 -0.03
H2 1.56 -0.36 0.79
H3 0.19 0.07 1.59
H4 0.31 -1.76 0.92
H5 -2.17 -1.11 -0.41
H6 -2.26 -0.06 -1.70
H7 1.08 -0.26 -1.78

The energy above the lowest of the compared OMol25 structures with the same formula, charge and spin is 2.545 eV. Its molar mass is 106.1 Da. As for the gap between HOMO and LUMO (alpha / beta): 5.260 / 8.850 eV. The HOMO energy (alpha / beta) comes out at -4.37 / -10.75 eV. Its total charge is 0. As for the expectation value of S²: 2.0060. As for the spin multiplicity: 3. The value obtained for the calculated total energy is -610.122102 a.u.

# 12
DFT (wB97M-V/def2-TZVPD) results for C3H7O2PS as an isolated structure.

Geometry (Å):
C1 -1.05 0.07 -0.55
C2 0.33 0.13 0.07
C3 0.92 -1.27 0.16
O1 -2.52 -3.64 -1.51
O2 -0.13 -3.02 -2.09
P1 1.62 -1.90 -1.48
S1 -1.48 -3.80 -2.44
H1 -1.10 -0.36 -1.59
H2 -1.86 -0.42 -0.05
H3 -1.36 1.08 -0.76
H4 0.94 0.79 -0.61
H5 0.20 0.68 0.91
H6 1.84 -1.32 0.86
H7 0.27 -2.04 0.60

The energy above the lowest of the compared OMol25 structures with the same formula, charge and spin is 0.825 eV. Its molar mass is 138.1 Da. As for the gap between HOMO and LUMO (alpha / beta): 5.283 / 8.182 eV. The HOMO energy (alpha / beta) comes out at -6.84 / -10.29 eV. Its total charge is 0. As for the expectation value of S²: 2.0067. As for the spin multiplicity: 3. The value obtained for the calculated total energy is -1008.374443 a.u.